Entry 1:
C17H18BNO4 in the gas phase at a distorted geometry. Source: the Open Molecules 2025 dataset; level of theory: wB97M-V/def2-TZVPD.

```
41
Properties=species:S:1:pos:R:3:forces:R:3
C -1.86410 2.40599 -1.83409 0.96 -0.05 1.15
C -1.14049 1.10786 -2.16404 2.56 -2.21 -0.21
O -0.19516 1.06867 -2.96102 -1.63 0.84 0.46
N -1.40235 -0.11773 -1.46804 -1.37 1.53 -0.48
C -0.69741 -1.34785 -1.53029 -0.18 -0.85 -0.23
C 0.22240 -1.68644 -2.54630 0.16 -0.48 0.22
C 0.99521 -2.88754 -2.46467 -0.80 2.60 -0.55
C 0.85550 -3.74134 -1.43575 -0.91 0.69 1.23
C -0.14193 -3.51830 -0.48502 -1.30 0.48 0.28
C -0.97926 -2.36031 -0.54930 0.74 -0.64 0.51
O -2.09687 -2.20937 0.32611 1.20 0.10 -0.81
C -1.85800 -2.11580 1.74725 1.20 1.10 -1.64
C -1.54201 -0.62203 2.09897 -0.82 -0.25 0.42
C -0.93755 -0.34981 3.46369 -0.63 1.20 3.07
O 0.37148 0.27544 3.37831 -1.43 -0.23 -2.35
B 0.37032 0.60907 2.03319 1.05 -0.46 -0.79
C 1.48755 1.39708 1.26690 -2.69 -1.50 0.84
C 2.36614 2.30715 1.74848 1.02 0.66 -2.41
C 3.08152 3.08860 0.82968 -1.59 -0.32 -2.24
C 2.73832 3.14073 -0.54782 -1.60 -3.32 1.41
C 1.72836 2.16398 -0.97265 3.34 2.74 2.35
C 1.19663 1.29228 -0.07311 -0.20 0.63 -2.13
O -0.70395 0.09061 1.20771 1.81 -0.04 1.98
H -2.12951 2.87800 -2.74794 -0.90 0.00 -0.90
H -1.20928 3.22336 -1.41171 -0.03 -1.43 -0.06
H -2.66610 2.25603 -1.12119 -0.41 0.10 -0.21
H -2.16953 -0.10155 -0.79849 0.48 -0.11 -0.19
H 0.32799 -0.99027 -3.37724 0.22 -0.30 0.40
H 1.82467 -3.07068 -3.10474 0.25 0.18 -0.91
H 1.62226 -4.45055 -1.33122 0.40 -1.39 0.37
H -0.29630 -4.31294 0.26622 -0.16 0.79 -0.21
H -2.75482 -2.51989 2.16267 -0.69 0.32 0.71
H -1.06207 -2.78323 2.03538 0.60 -0.15 0.09
H -2.45479 -0.05000 2.06608 -0.85 -0.27 -0.02
H -1.57138 0.41000 4.01952 0.47 -0.87 -0.64
H -0.82666 -1.16346 4.16631 -0.14 -0.67 -0.18
H 2.50698 2.41623 2.75887 0.49 0.22 2.28
H 3.85201 3.71087 1.10129 1.63 1.40 1.12
H 3.26871 3.69450 -1.30419 0.06 0.41 0.19
H 1.45247 2.21123 -1.94877 -0.85 -0.29 -2.66
H 0.43104 0.65144 -0.49904 0.51 -0.15 0.73
```
Forces are in eV/Å.

Computed properties:
LUMO ... 0.476 eV
Gap between HOMO and LUMO ... 8.83 eV
Charge ... 0
SMILES string ... CC(=O)Nc1ccccc1OC[C@H]1COB(c2ccccc2)O1

Here are the Löwdin charges for atoms 1 to 6, given in e:
1 C 0.02
2 C -0.44
3 O 0.01
4 N 0.11
5 C -0.15
6 C 0.02

Entry 2:
A molecular structure, C34H49IrN2OP3S2. Source: the Open Molecules 2025 dataset; level of theory: wB97M-V/def2-TZVPD.

```
92
Properties=species:S:1:pos:R:3:forces:R:3
Ir 0.11308 0.07500 -0.37481 -0.55 0.38 0.07
C -0.71603 0.11870 3.96287 -0.05 0.10 -0.10
C 0.60277 0.66159 3.39406 -0.35 0.08 -0.15
C 0.51499 2.17938 3.23651 -0.01 0.05 0.11
P 1.13514 -0.22304 1.85837 0.15 0.04 -0.55
C 1.45015 -1.95851 2.36277 -0.21 -0.14 0.17
C 0.15760 -2.79093 2.25116 0.04 0.03 -0.01
C 2.07245 -2.13994 3.75309 -0.07 -0.09 0.05
C 2.74885 0.53215 1.46209 -0.02 -0.07 0.28
C 4.00384 0.06503 1.81983 0.05 -0.08 -0.09
C 5.15008 0.75027 1.42238 -0.03 -0.03 0.01
C 5.04208 1.90683 0.66299 0.00 0.04 -0.02
C 3.79401 2.39886 0.31023 0.01 0.08 -0.17
C 2.64443 1.72021 0.71791 -0.39 0.30 -0.06
N 1.33352 2.06362 0.35690 0.49 0.19 -0.18
C 0.83758 3.32483 0.30567 0.24 -0.34 0.08
C 1.53715 4.46720 0.77267 -0.01 -0.04 -0.02
C 0.95337 5.71185 0.71560 -0.05 0.06 -0.02
C -0.33895 5.85484 0.20915 -0.02 -0.03 -0.01
C -1.05484 4.73048 -0.20704 -0.07 0.10 0.03
C -0.50299 3.46262 -0.14689 -0.01 0.01 -0.10
P -1.44905 1.96636 -0.62731 0.48 0.02 0.22
C -2.19638 2.51493 -2.23732 -0.05 -0.32 -0.11
C -3.72019 2.41133 -2.32192 0.03 -0.10 -0.15
C -1.50602 1.80065 -3.40511 -0.02 0.21 -0.05
C -2.66491 1.72343 0.74465 -0.22 0.12 -0.11
C -3.52749 0.47939 0.49891 -0.09 -0.01 0.06
C -3.50827 2.91199 1.20679 -0.05 -0.02 0.02
H -0.98553 0.69506 4.85220 0.03 -0.03 -0.09
H -0.65923 -0.92380 4.26334 0.02 -0.03 -0.02
H -1.53763 0.22101 3.24062 0.16 -0.04 0.12
H 1.41982 0.43635 4.07955 0.06 -0.01 0.17
H -0.24061 2.46999 2.50011 0.09 -0.05 0.14
H 1.47042 2.63109 2.95878 -0.12 -0.07 0.04
H 0.21612 2.60767 4.19714 0.05 -0.03 -0.06
H 2.15086 -2.31464 1.60373 0.06 -0.04 -0.06
H -0.49851 -2.62300 3.10437 0.02 0.03 -0.01
H 0.40759 -3.85398 2.24642 0.01 0.08 0.03
H -0.41224 -2.56489 1.34413 0.11 0.01 0.05
H 1.40422 -1.78662 4.54323 0.06 -0.06 -0.10
H 3.03068 -1.63858 3.87967 -0.05 0.02 -0.01
H 2.23559 -3.20671 3.92655 0.01 0.07 0.00
H 4.10935 -0.85150 2.38331 0.01 0.04 0.01
H 6.12679 0.37141 1.69739 -0.06 0.01 -0.02
H 5.93534 2.42495 0.33300 -0.08 -0.04 0.02
H 3.70990 3.26572 -0.33674 0.02 -0.06 0.10
H 2.51938 4.35652 1.21140 -0.04 -0.02 -0.04
H 1.49665 6.57910 1.07575 -0.07 -0.09 -0.04
H -0.79898 6.83569 0.16084 0.04 -0.10 0.00
H -2.06999 4.86514 -0.56748 0.09 0.01 0.02
H -1.90947 3.55737 -2.30317 -0.06 0.28 0.00
H -4.06418 1.37641 -2.24796 0.06 0.12 -0.02
H -4.04687 2.79749 -3.29085 0.02 -0.03 0.05
H -4.22748 2.99066 -1.55272 0.05 -0.01 -0.02
H -1.74491 0.74338 -3.40455 -0.07 -0.10 0.02
H -0.41624 1.90108 -3.36451 -0.10 0.01 0.03
H -1.84619 2.22914 -4.35349 0.04 -0.03 0.12
H -1.96332 1.48636 1.54726 0.07 -0.03 0.11
H -4.32351 0.69041 -0.21977 0.08 -0.03 0.10
H -4.00833 0.18475 1.43577 0.02 0.04 -0.06
H -2.94828 -0.36806 0.12784 0.01 0.04 0.01
H -4.31344 3.13727 0.50569 0.07 0.01 0.04
H -2.92231 3.81526 1.37306 0.01 -0.04 -0.01
H -3.97896 2.65584 2.16009 0.01 0.00 -0.07
S 2.05646 0.06336 -1.91917 -0.33 -0.15 0.35
C 2.22669 -1.60679 -1.70348 -0.25 0.09 0.08
N 1.29830 -2.27729 -1.03074 0.32 -0.51 -0.06
C 1.61817 -3.60607 -0.97408 0.04 0.27 -0.14
C 0.82981 -4.63155 -0.40637 -0.01 0.09 0.02
C 1.29728 -5.91539 -0.44963 0.12 -0.14 -0.06
C 2.54500 -6.22517 -1.05180 -0.07 -0.05 0.05
C 3.32344 -5.25285 -1.63641 -0.05 -0.04 0.02
C 2.84712 -3.93916 -1.60480 -0.03 -0.13 0.04
S 3.55634 -2.53916 -2.29493 0.16 0.01 -0.10
H -0.12837 -4.39440 0.03717 0.09 0.00 -0.04
H 0.70132 -6.71644 -0.02540 0.10 0.06 -0.04
H 2.88715 -7.25563 -1.06294 -0.07 0.14 0.01
H 4.26501 -5.49999 -2.11275 -0.08 0.03 0.04
C -0.77497 -1.68517 -4.17864 0.24 0.08 -0.26
P -1.88249 -1.98258 -2.80037 0.16 0.22 0.45
C -1.86778 -3.74390 -2.55957 -0.01 -0.36 0.10
C -3.56024 -1.63106 -3.31692 -0.22 0.07 -0.08
O -1.49289 -1.19280 -1.55822 -0.04 -0.18 -0.27
H -1.32552 -1.61612 -5.12074 0.11 -0.03 0.09
H -0.05425 -2.50528 -4.25456 -0.04 0.14 0.01
H -0.23864 -0.74939 -4.01028 0.00 -0.09 -0.08
H -2.19189 -4.24576 -3.47852 0.03 0.07 0.13
H -2.55563 -4.00039 -1.74958 0.08 -0.04 -0.07
H -0.86085 -4.07732 -2.30830 -0.06 -0.03 -0.02
H -3.68270 -1.76745 -4.39480 0.00 -0.02 0.14
H -3.81879 -0.60886 -3.05144 -0.03 0.05 -0.07
H -4.23962 -2.30980 -2.79692 0.00 0.10 -0.02
```
Forces are in eV/Å.

Computed properties:
LUMO (alpha / beta) ... -4.700 / -8.278 eV
Gap between HOMO and LUMO (alpha / beta) ... 7.95 / 5.45 eV
Spin multiplicity ... 6
Charge ... +2

Here are the Löwdin charges for atoms 1 to 6, given in e:
1 Ir 0.81
2 C -0.08
3 C -0.49
4 C -0.09
5 P 1.00
6 C -0.52

Entry 3:
C4H4N2O2 in the gas phase at a distorted geometry. Source: the Open Molecules 2025 dataset; level of theory: wB97M-V/def2-TZVPD.

```
12
Properties=species:S:1:pos:R:3:forces:R:3
H 3.69853 0.11289 0.08108 -0.89 -0.62 -0.44
N 2.95933 -0.61164 -0.05642 0.03 1.52 0.51
C 1.80239 -0.08227 -0.03717 1.54 -1.55 0.00
N 1.36483 1.25518 -0.01226 -2.64 -0.35 -0.09
C 0.03843 1.14588 -0.03810 1.06 1.93 0.42
C -0.35379 -0.21959 -0.00950 -0.65 -0.06 -0.66
C -1.58263 -0.69979 -0.03739 -0.80 -0.46 0.91
O -2.60567 0.16939 -0.06679 -2.69 -0.65 0.11
O 0.73447 -0.99459 -0.04504 1.18 0.48 0.11
H -0.73934 1.99230 0.00290 1.73 -1.23 -0.17
H -1.84743 -1.72942 0.16629 0.35 -0.18 -0.43
H -3.46912 -0.33833 0.05241 1.77 1.18 -0.27
```
Forces are in eV/Å.

Computed properties:
LUMO ... -0.401 eV
Gap between HOMO and LUMO ... 8.07 eV
Charge ... 0
SMILES string ... [H]/N=C1N=C/C(=C\O)O\1

Here are the Löwdin charges for atoms 1 to 6, given in e:
1 H 0.07
2 N 0.15
3 C -0.48
4 N 0.15
5 C -0.02
6 C -0.32

Entry 4:
5 unconnected molecules or ions with the total composition CH12O4S at a distorted geometry. Source: the Open Molecules 2025 dataset; level of theory: wB97M-V/def2-TZVPD.

```
18
Properties=species:S:1:pos:R:3:forces:R:3
C -1.18308 -0.99036 -1.50971 1.83 3.49 0.27
S -0.24694 -2.46330 -0.96695 -1.14 0.01 0.03
H -0.85195 -0.46109 -2.44982 0.00 -1.14 0.77
H -2.12266 -1.34942 -1.66738 -2.61 -1.19 -0.78
H -1.36578 -0.06450 -0.80613 1.13 -2.27 -0.67
H 0.93950 -2.39937 -1.53176 0.49 0.59 -0.35
O 0.73279 0.85462 1.85307 0.81 0.92 -0.29
H 0.96539 -0.06235 1.86775 -0.04 -1.48 0.68
H 1.27496 1.11647 1.09284 0.19 0.79 0.15
O -0.95167 1.56908 0.17311 -3.96 2.02 -2.83
H -0.43253 1.39990 0.93004 0.59 -0.36 2.43
H -1.82995 2.03885 0.33782 2.14 -1.09 0.21
O 1.46725 2.54976 -0.62499 -1.81 6.89 4.47
H 0.51653 2.87466 -0.66186 1.75 -1.17 0.01
H 1.56003 1.85328 -1.12201 0.39 -5.89 -4.52
O 0.77194 -1.83966 1.79008 0.10 -2.11 0.76
H 0.86548 -2.83216 1.88933 0.19 1.80 -0.07
H -0.10931 -1.79443 1.40657 -0.06 0.20 -0.28
```
Forces are in eV/Å.

Computed properties:
LUMO ... 0.534 eV
Gap between HOMO and LUMO ... 9.56 eV
Charge ... 0
SMILES string ... CS.O.O.O.O

Here are the Löwdin charges for atoms 1 to 6, given in e:
1 C -0.46
2 S 0.69
3 H 0.06
4 H -0.04
5 H 0.04
6 H -0.16

no.,total energy (eV)
1,-28277.9444
2,-93444.4664
3,-11286.2217
4,-20255.6152